1.
Density functional theory data (wB97M-V/def2-TZVPD) for C49H47BN11O4SSiSn as an isolated structure.

Its energy relative to the best compared isomer or geometry (same formula, charge and spin) is 0.000 eV. For the frontier orbital gap (alpha / beta), the calculation gives 7.59 / 6.15 eV. The spin multiplicity is 2.

Last column: Mulliken spin population.
Positions of all 115 atoms, in Å:
Sn: -0.038 -0.019 0.049  0.02
C: 2.408 3.447 2.068  0.00
C: 2.203 2.355 1.224  0.00
N: 0.926 2.004 1.213  0.00
N: 0.273 2.858 2.048  0.00
C: 1.159 3.742 2.568  0.00
B: -1.275 2.759 2.177  0.00
N: -1.687 1.323 2.661  0.00
C: -2.298 1.010 3.824  0.00
C: -2.479 -0.357 3.874  0.00
C: -1.938 -0.826 2.675  0.00
N: -1.458 0.184 1.963  0.00
N: -1.873 3.066 0.777  0.00
C: -2.417 4.225 0.338  0.00
C: -2.693 4.083 -1.004  0.00
C: -2.268 2.780 -1.305  0.01
N: -1.780 2.179 -0.229  -0.01
N: -1.909 3.737 3.177  0.00
C: -3.253 3.936 3.270  0.00
C: -3.496 4.691 4.387  0.00
C: -2.218 4.900 4.942  0.00
N: -1.275 4.322 4.219  0.00
H: 3.331 3.962 2.276  0.00
H: 2.920 1.800 0.638  0.00
H: 0.837 4.493 3.263  0.00
H: -2.569 1.757 4.552  0.00
H: -2.945 -0.923 4.664  0.00
H: -1.854 -1.836 2.299  0.00
H: -2.552 5.070 0.993  0.00
H: -3.130 4.814 -1.665  0.00
H: -2.289 2.259 -2.252  0.00
H: -3.928 3.524 2.537  0.00
H: -4.448 5.036 4.757  0.00
H: -1.949 5.451 5.831  0.00
O: 0.677 -4.100 -1.615  0.00
S: 1.309 -2.815 -1.843  0.01
O: 2.545 -2.822 -2.598  0.02
N: 1.443 -2.022 -0.443  -0.01
C: 2.289 -2.639 0.477  0.00
C: 3.157 -3.693 0.206  0.00
C: 3.992 -4.245 1.189  0.00
C: 3.993 -3.781 2.470  0.00
C: 3.130 -2.719 2.807  0.00
C: 3.068 -2.188 4.110  0.00
C: 2.216 -1.159 4.383  0.00
C: 1.412 -0.661 3.349  0.00
N: 1.437 -1.127 2.119  0.00
C: 2.284 -2.143 1.821  0.00
C: 0.213 -1.913 -2.914  0.34
C: 0.728 -0.705 -3.665  -0.15
C: -0.307 -0.169 -4.612  0.36
C: -1.323 -0.931 -5.072  -0.11
C: -1.536 -2.234 -4.560  0.39
C: -0.781 -2.674 -3.463  -0.07
H: 3.204 -4.088 -0.796  0.00
H: 4.654 -5.057 0.910  0.00
H: 4.633 -4.211 3.231  0.00
H: 3.704 -2.612 4.880  0.00
H: 2.143 -0.723 5.371  0.00
H: 0.732 0.152 3.551  0.00
H: 1.566 -1.107 -4.268  0.08
H: -0.159 0.844 -4.966  0.04
H: -2.000 -0.533 -5.820  0.00
H: -2.295 -2.873 -4.993  0.01
H: -0.967 -3.642 -3.014  -0.01
C: -2.571 -4.304 -0.380  0.00
N: -3.380 -3.294 -1.059  0.00
C: -4.544 -3.754 -1.803  0.00
C: -3.004 -2.000 -1.015  0.00
C: -3.795 -0.999 -1.819  0.00
O: -2.048 -1.633 -0.328  -0.01
H: -2.545 -5.208 -0.988  0.00
H: -2.990 -4.546 0.600  0.00
H: -1.555 -3.944 -0.261  0.00
H: -4.833 -4.730 -1.422  0.00
H: -4.331 -3.854 -2.871  0.00
H: -5.390 -3.082 -1.673  0.00
H: -4.148 -1.407 -2.764  0.00
H: -3.142 -0.151 -2.009  0.01
H: -4.650 -0.648 -1.237  0.00
O: 1.215 0.357 -2.842  0.05
Si: 2.589 1.231 -3.222  -0.01
C: 4.120 0.479 -2.480  0.01
C: 4.070 0.012 -1.163  -0.01
C: 5.174 -0.582 -0.574  0.00
C: 6.352 -0.719 -1.296  0.00
C: 6.428 -0.244 -2.598  0.00
C: 5.319 0.352 -3.184  0.00
C: 2.717 1.372 -5.102  0.01
C: 3.269 0.357 -5.891  0.00
C: 3.265 0.440 -7.277  0.00
C: 2.703 1.543 -7.905  0.00
C: 2.148 2.561 -7.142  0.00
C: 2.161 2.477 -5.756  0.00
C: 2.245 2.939 -2.559  0.00
C: 3.296 3.789 -2.210  0.00
C: 3.052 5.109 -1.853  0.00
C: 1.752 5.597 -1.842  0.00
C: 0.693 4.760 -2.171  0.00
C: 0.941 3.442 -2.525  -0.01
H: 3.144 0.090 -0.602  0.00
H: 5.109 -0.953 0.443  0.00
H: 7.210 -1.203 -0.846  0.00
H: 7.349 -0.343 -3.160  0.00
H: 5.390 0.730 -4.199  0.00
H: 3.703 -0.519 -5.419  0.00
H: 3.694 -0.359 -7.868  0.00
H: 2.705 1.611 -8.986  0.00
H: 1.703 3.423 -7.626  0.00
H: 1.737 3.285 -5.170  0.00
H: 4.315 3.413 -2.213  0.00
H: 3.875 5.758 -1.579  0.00
H: 1.561 6.628 -1.570  0.00
H: -0.326 5.129 -2.142  0.00
H: 0.110 2.785 -2.765  0.01

=====

2.
Density functional theory data (wB97M-V/def2-TZVPD) for C4H10N2O3 as an isolated structure.

Its energy relative to the best compared isomer or geometry (same formula, charge and spin) is 4.491 eV. For the frontier orbital gap, the calculation gives 9.62 eV.

Last column: natural (NBO) charge in e.
Positions of all 19 atoms, in Å:
C: -2.358 0.627 -0.728  -0.43
N: -1.376 0.882 0.318  -0.72
C: 0.433 0.794 -0.332  0.79
O: 0.930 1.743 0.489  -0.75
O: 0.355 0.943 -1.525  -0.68
H: 1.668 1.390 1.021  0.51
H: -1.426 1.834 0.669  0.40
H: -2.879 -0.306 -0.533  0.20
H: -1.863 0.523 -1.691  0.23
H: -3.077 1.442 -0.831  0.20
N: 2.091 -0.851 0.826  -0.35
C: 0.801 -0.793 0.296  0.06
C: 0.075 -1.906 0.157  -0.52
O: 3.037 0.051 0.250  -0.58
H: 3.015 -0.049 -0.716  0.47
H: 2.513 -1.778 0.856  0.36
H: -1.388 0.173 1.068  0.40
H: 0.407 -2.863 0.541  0.20
H: -0.959 -1.855 -0.135  0.20

=====

3.
Density functional theory data (wB97M-V/def2-TZVPD) for a 9-piece molecular cluster, C49H105F16O27P6 overall.

As for the net charge: -1. For the frontier orbital gap, the calculation gives 3.94 eV.

Last column: Löwdin charge in e.
Positions of all 203 atoms, in Å:
C: 0.991 0.980 -1.272  -0.14
C: 0.132 -0.241 -1.532  -0.71
C: 1.003 -1.503 -1.480  -0.12
O: -0.992 -0.339 -0.680  -0.38
H: 1.690 0.862 -0.444  0.05
H: 0.399 1.853 -0.996  0.05
H: 1.525 1.336 -2.154  0.04
H: -0.131 -0.142 -2.585  0.08
H: 1.165 -1.868 -0.466  0.06
H: 1.956 -1.292 -1.966  0.04
H: 0.516 -2.323 -2.008  0.05
C: 0.142 7.202 -6.044  -0.06
C: 0.264 7.881 -4.666  -0.28
O: 1.339 8.794 -4.717  -0.20
P: 1.386 10.223 -3.860  0.49
O: 2.625 11.034 -4.017  -0.24
O: -0.033 10.972 -4.200  -0.21
C: -0.324 11.483 -5.525  -0.26
C: -0.130 13.001 -5.544  -0.07
O: 1.146 9.726 -2.383  -0.18
C: 1.543 10.541 -1.290  -0.24
C: 0.439 11.609 -0.953  -0.07
H: -0.811 6.729 -6.279  0.07
H: 0.141 8.030 -6.754  0.07
H: 0.925 6.482 -6.282  0.08
H: -0.624 8.488 -4.489  0.10
H: 0.274 7.221 -3.799  0.12
H: 0.223 10.964 -6.312  0.12
H: -1.399 11.384 -5.675  0.11
H: -1.025 13.413 -5.078  0.07
H: 0.740 13.357 -4.992  0.08
H: -0.150 13.335 -6.581  0.08
H: 1.631 9.857 -0.446  0.12
H: 2.475 11.078 -1.471  0.11
H: 0.356 12.389 -1.709  0.06
H: -0.562 11.228 -0.748  0.07
H: 0.728 12.055 -0.001  0.07
C: -5.730 2.701 -2.957  -0.07
C: -6.027 1.474 -3.801  -0.28
O: -7.379 1.210 -3.664  -0.21
P: -7.976 0.079 -2.677  0.49
O: -7.289 -0.251 -1.425  -0.20
O: -9.508 0.605 -2.471  -0.18
C: -9.754 1.851 -1.868  -0.30
C: -10.062 1.817 -0.375  -0.07
O: -8.015 -1.208 -3.691  -0.19
C: -8.815 -1.166 -4.878  -0.26
C: -10.139 -1.821 -4.493  -0.09
H: -6.084 3.590 -3.479  0.07
H: -6.250 2.748 -2.000  0.07
H: -4.670 2.756 -2.707  0.09
H: -5.614 1.511 -4.810  0.13
H: -5.600 0.639 -3.246  0.11
H: -8.926 2.559 -1.922  0.10
H: -10.526 2.377 -2.428  0.12
H: -10.176 2.820 0.036  0.08
H: -10.991 1.282 -0.179  0.07
H: -9.261 1.262 0.114  0.08
H: -9.085 -0.140 -5.129  0.11
H: -8.315 -1.782 -5.626  0.12
H: -9.960 -2.795 -4.037  0.08
H: -10.773 -1.268 -3.799  0.07
H: -10.764 -1.978 -5.372  0.07
C: -0.189 -7.518 7.179  -0.08
C: -0.651 -7.237 5.796  -0.31
O: 0.317 -7.774 4.900  -0.22
P: 0.165 -7.492 3.288  0.56
O: -0.551 -6.211 2.937  -0.24
O: 1.746 -7.485 2.771  -0.19
C: 2.617 -6.397 3.133  -0.26
C: 2.996 -6.312 4.634  -0.07
O: -0.416 -8.877 2.654  -0.19
C: -1.773 -9.196 2.994  -0.29
C: -2.132 -10.484 2.331  -0.08
H: 0.839 -7.243 7.417  0.08
H: -0.821 -7.035 7.925  0.08
H: -0.209 -8.604 7.267  0.08
H: -1.628 -7.716 5.728  0.11
H: -0.762 -6.181 5.548  0.12
H: 3.545 -6.607 2.602  0.11
H: 2.256 -5.395 2.901  0.12
H: 3.530 -7.216 4.926  0.07
H: 3.660 -5.485 4.888  0.08
H: 2.050 -6.268 5.174  0.05
H: -2.092 -9.112 4.033  0.11
H: -2.291 -8.371 2.505  0.12
H: -1.367 -11.239 2.511  0.08
H: -3.113 -10.869 2.611  0.08
H: -2.192 -10.456 1.243  0.08
C: 12.937 -2.734 2.920  -0.09
C: 12.994 -1.442 3.641  -0.31
O: 12.216 -0.508 2.901  -0.19
P: 10.850 0.027 3.561  0.50
O: 10.023 -1.059 4.177  -0.24
O: 11.283 1.206 4.593  -0.18
C: 12.097 2.262 4.215  -0.32
C: 12.328 3.021 5.489  -0.07
O: 10.206 0.778 2.270  -0.19
C: 9.799 0.031 1.130  -0.26
C: 8.362 -0.545 1.321  -0.06
H: 13.597 -3.442 3.421  0.08
H: 11.941 -3.168 2.829  0.08
H: 13.145 -2.547 1.867  0.08
H: 12.702 -1.684 4.663  0.12
H: 14.004 -1.036 3.692  0.12
H: 13.054 1.900 3.841  0.12
H: 11.540 2.847 3.483  0.12
H: 11.379 3.340 5.919  0.09
H: 12.977 2.406 6.112  0.08
H: 12.880 3.942 5.301  0.08
H: 9.838 0.695 0.266  0.12
H: 10.455 -0.813 0.920  0.10
H: 8.221 -1.158 2.211  0.07
H: 7.773 0.361 1.460  0.07
H: 8.033 -1.045 0.410  0.08
C: -9.753 2.296 6.431  -0.05
C: -8.285 1.841 6.070  -0.27
O: -7.614 2.932 5.430  -0.21
P: -5.997 2.805 5.144  0.49
O: -5.529 1.716 4.254  -0.22
O: -5.664 4.313 4.680  -0.20
C: -4.328 4.682 4.397  -0.29
C: -3.950 4.352 2.977  -0.06
O: -5.319 2.722 6.625  -0.20
C: -5.396 3.815 7.620  -0.21
C: -6.779 4.003 8.316  -0.07
H: -10.241 2.802 5.598  0.07
H: -10.279 1.376 6.688  0.07
H: -9.723 2.961 7.294  0.06
H: -7.770 1.541 6.983  0.09
H: -8.222 0.904 5.517  0.12
H: -4.271 5.752 4.599  0.11
H: -3.728 4.324 5.234  0.11
H: -4.612 4.842 2.263  0.08
H: -2.937 4.696 2.768  0.08
H: -4.031 3.284 2.778  0.08
H: -4.734 3.603 8.460  0.11
H: -5.056 4.768 7.214  0.10
H: -6.777 4.644 9.198  0.08
H: -7.514 4.353 7.592  0.06
H: -7.153 3.019 8.597  0.07
C: -3.507 -4.854 -5.543  -0.06
C: -4.085 -6.192 -5.178  -0.34
O: -3.031 -6.900 -4.650  -0.19
P: -3.077 -7.309 -3.069  0.56
O: -3.042 -6.209 -2.035  -0.23
O: -4.328 -8.370 -2.859  -0.17
C: -4.481 -9.406 -3.744  -0.34
C: -5.581 -10.347 -3.278  -0.06
O: -1.754 -8.236 -3.035  -0.20
C: -0.506 -7.683 -3.113  -0.31
C: 0.445 -8.821 -2.814  -0.07
H: -4.143 -4.280 -6.216  0.08
H: -3.321 -4.333 -4.604  0.09
H: -2.507 -4.932 -5.970  0.08
H: -5.026 -6.192 -4.627  0.13
H: -4.388 -6.707 -6.089  0.11
H: -4.724 -8.876 -4.665  0.11
H: -3.567 -9.967 -3.938  0.12
H: -6.509 -9.790 -3.409  0.07
H: -5.727 -11.203 -3.936  0.07
H: -5.453 -10.656 -2.241  0.08
H: -0.402 -7.264 -4.114  0.12
H: -0.414 -6.868 -2.395  0.13
H: 0.388 -9.151 -1.777  0.08
H: 0.312 -9.647 -3.513  0.07
H: 1.482 -8.538 -2.997  0.07
C: 4.225 -0.378 -6.761  -0.06
C: 5.702 -0.050 -6.733  -0.44
C: 6.467 -0.444 -8.007  -0.34
F: 6.252 -1.712 -8.347  0.10
F: 6.189 0.234 -9.111  0.11
F: 5.938 1.235 -6.377  0.12
F: 6.317 -0.687 -5.710  0.12
O: 3.873 -1.735 -7.023  0.01
C: 2.838 -1.932 -8.010  -0.51
C: 2.534 -3.456 -8.287  -0.28
F: 1.599 -3.621 -9.264  0.08
F: 3.556 -4.194 -8.698  0.12
F: 1.775 -1.355 -7.530  0.19
F: 3.204 -1.228 -9.089  0.14
H: 3.767 0.297 -7.484  0.14
H: 3.719 -0.165 -5.819  0.16
H: 7.553 -0.425 -7.922  0.17
H: 2.113 -3.865 -7.369  0.17
C: 4.554 2.946 5.371  -0.09
C: 5.269 4.145 4.691  -0.44
C: 4.544 5.504 4.967  -0.33
F: 5.399 6.491 4.735  0.11
F: 3.427 5.699 4.252  0.11
F: 6.499 4.295 5.191  0.12
F: 5.511 3.853 3.379  0.12
O: 3.199 2.780 5.023  0.00
C: 2.740 1.394 4.904  -0.51
C: 1.148 1.320 4.676  -0.26
F: 0.689 0.035 4.521  0.08
F: 0.461 1.892 5.667  0.11
F: 3.332 0.799 3.890  0.18
F: 3.150 0.747 5.968  0.17
H: 4.571 3.028 6.458  0.14
H: 5.172 2.129 4.999  0.14
H: 4.264 5.554 6.019  0.17
H: 1.001 1.736 3.679  0.17

=====

no.,DFT total energy (eV)
1,-101381.90074
2,-13429.36562
3,-207022.02260